i) DFT (ωB97M-V/def2-TZVPD) results for a gas-phase ion, C4H8NO3 (charge -1).

Last column: Mulliken charge in e.
Cartesian coordinates (Å):
C: 0.1493 -0.7648 -1.6184  -1.531
C: 0.1127 0.0755 -0.3443  0.558
C: -1.4031 -0.2520 0.1265  -0.577
O: -2.0233 0.9527 0.5760  -0.601
N: 1.0749 -0.3321 0.6057  -0.473
C: 1.3281 0.7535 1.7139  0.538
O: 0.2130 1.2070 2.0377  -0.777
O: 2.4187 0.8218 2.2059  -0.682
H: -0.1686 -1.8023 -1.7321  0.354
H: -0.1994 -0.1829 -2.4579  0.404
H: 1.2401 -0.8797 -1.9302  0.381
H: 0.3481 1.1984 -0.6627  0.139
H: -1.7167 -0.9096 0.9311  0.308
H: -2.0763 -0.5844 -0.6380  0.289
H: -1.2659 1.3285 1.0514  0.448
H: 1.9684 -0.6295 0.1354  0.221

Summary:
Net charge = -1
Frontier orbital gap = 8.4 eV
Structure (SMILES) = C[C@@H](CO)NC(=O)[O-]

ii) DFT (ωB97M-V/def2-TZVPD) results for a gas-phase ion, C4H8NO3 (charge -1).

Last column: Mulliken charge in e.
Cartesian coordinates (Å):
O: -2.2160 -0.1662 1.0101  -0.614
C: -1.1324 -0.5860 0.6693  0.280
C: -0.4380 0.3546 -0.3526  -0.141
C: 0.2202 1.4595 0.4525  -0.468
O: -0.9392 2.2275 1.1939  -0.578
N: 0.4928 -0.3503 -1.2845  -0.446
C: 1.2935 -1.4772 -0.6164  -0.497
O: 0.6709 -2.5294 -0.3010  -0.779
H: -0.4638 -1.3680 1.1063  0.337
H: -1.1911 0.9626 -1.0367  0.195
H: 1.0622 1.0858 1.1309  0.190
H: 0.6722 2.1973 -0.1368  0.338
H: -1.7973 1.7096 1.1663  0.367
H: -0.1162 -0.9311 -1.9962  0.310
H: 1.7332 -0.9389 0.3142  0.169
H: 2.1490 -1.6500 -1.3195  0.335

Summary:
Net charge = -1
Frontier orbital gap = 7.1 eV
Structure (SMILES) = O=C[C@@H](CO)NC[O-]

iii) DFT (ωB97M-V/def2-TZVPD) results for 2 unconnected molecules or ions with the total composition C4H8NO3.

Last column: Mulliken charge in e.
Cartesian coordinates (Å):
C: -0.3362 -1.2080 -1.1937  -0.837
C: -0.8481 -1.8434 -2.4557  0.543
O: -1.0739 -3.0340 -2.5417  -0.594
N: -0.9978 -0.9879 -3.5322  -0.406
H: 0.7115 -1.4958 -1.0607  0.268
H: -0.8959 -1.3545 -0.2859  0.279
H: -1.7070 -1.1374 -4.2465  0.233
H: -0.7597 -0.0356 -3.3167  0.232
H: -0.1875 -0.1314 -1.3196  0.282
C: -0.0077 0.6783 2.2733  -0.682
C: 0.9365 1.8980 2.5353  0.533
O: 1.9887 1.6635 3.1784  -0.738
O: 0.5349 2.9927 2.0861  -0.730
H: 0.5607 -0.2097 2.0048  0.185
H: -0.7215 0.9531 1.4970  0.174
H: -0.6025 0.4920 3.1693  0.260

Summary:
Net charge = -1
Frontier orbital gap = 6.8 eV

On energetic grounds, iii) is preferred over the next structure by 30.5 kcal/mol.